No. 1
{"formula": "C7H17N", "method": "ωB97M-V with the def2-TZVPD basis set", "de_lowest_ev": 1.476, "orbital_gap_ha": [0.4712, 0.3164], "e_tot_ha": -331.3003, "s2": 0.755, "total_charge": 1, "multiplicity": 2, "elements": ["C", "C", "C", "N", "C", "C", "C", "C", "H", "H", "H", "H", "H", "H", "H", "H", "H", "H", "H", "H", "H", "H", "H", "H", "H"], "coordinates": [[0.1658, -0.7889, -1.5455], [1.4257, -1.6964, -1.8215], [-0.2120, -1.1448, -0.1239], [-0.9542, -0.2586, 0.8547], [-0.1467, 0.0748, 2.0501], [1.2426, 0.6644, 1.8326], [-1.7565, 0.8690, 0.3579], [-1.2072, 1.8763, -0.6567], [0.4365, 0.2065, -1.8812], [-0.5855, -1.0222, -2.3390], [1.2000, -2.6701, -2.2351], [2.1513, -1.2564, -2.5693], [2.0260, -1.7785, -0.9281], [-0.8260, -2.0528, 0.0123], [0.7479, -1.2448, 0.4550], [0.1040, -0.9270, 2.4552], [-0.8253, 0.5979, 2.7320], [2.1000, 0.0911, 2.2043], [1.4527, 0.9163, 0.7936], [1.3565, 1.6371, 2.3786], [-2.6186, 0.4380, -0.2042], [-2.1228, 1.2925, 1.2738], [-1.6547, 2.8560, -0.6328], [-1.3671, 1.5499, -1.6872], [-0.1326, 1.7706, -0.7757]], "nbo_charge": [-0.467, -0.604, -0.270, 0.075, -0.280, -0.651, -0.283, -0.629, 0.242, 0.244, 0.233, 0.240, 0.203, 0.269, 0.232, 0.249, 0.242, 0.253, 0.230, 0.262, 0.255, 0.228, 0.267, 0.231, 0.227]}

No. 2
{"formula": "C3H5O3Pr", "method": "ωB97M-V with the def2-TZVPD basis set", "de_lowest_ev": 2.792, "orbital_gap_ha": [0.2220, 0.3022], "e_tot_ha": -859.2785, "s2": 2.146, "total_charge": 2, "multiplicity": 3, "elements": ["H", "O", "C", "C", "O", "O", "C", "H", "H", "H", "H", "Pr"], "coordinates": [[1.1359, -1.9722, -0.9918], [-0.6943, -1.1776, 0.0088], [0.5973, -1.0109, -0.4695], [-1.1699, 0.0510, 0.5494], [1.6107, -1.3554, 0.3971], [0.7455, 0.4640, -0.6421], [-0.5243, 1.0755, -0.3654], [-0.8443, 0.1737, 1.5946], [-2.2637, 0.0529, 0.5064], [-0.3655, 2.0542, 0.0989], [-1.0758, 1.1914, -1.3078], [2.8483, 0.4535, 0.6214]], "lowdin_spin": [-0.015, -0.010, -0.036, -0.003, -0.165, -0.010, -0.001, -0.001, 0.000, 0.000, 0.000, 2.242]}

No. 3
{"formula": "C11H24IO3P2Ti", "method": "ωB97M-V with the def2-TZVPD basis set", "de_lowest_ev": 1.625, "orbital_gap_ha": [0.2523, 0.2332], "e_tot_ha": -2488.5038, "s2": 0.771, "total_charge": 2, "multiplicity": 2, "elements": ["C", "C", "H", "H", "H", "O", "I", "Ti", "P", "C", "C", "H", "H", "H", "H", "H", "H", "C", "H", "H", "H", "P", "C", "C", "H", "H", "H", "C", "H", "H", "H", "H", "H", "H", "C", "O", "C", "C", "O", "H", "H", "H"], "coordinates": [[-0.8976, 0.1376, -2.5425], [-0.3580, -1.1215, -1.9457], [-1.3044, -0.1232, -3.5293], [-0.1145, 0.9000, -2.7403], [-1.7400, 0.5810, -1.9767], [0.1433, -2.0336, -2.6007], [0.0945, 3.4634, 0.0047], [0.0701, 0.8720, -0.1166], [-2.1869, 0.5048, 1.0157], [-2.7456, -0.9376, 1.9631], [-2.4747, 1.8542, 2.2118], [-3.5456, 1.8862, 2.4557], [-4.5050, 0.6098, 0.3764], [-2.1544, 2.8121, 1.7835], [-3.5090, 1.7177, -0.6307], [-2.4688, -0.8324, 3.0184], [-1.8947, 1.6654, 3.1237], [-3.5583, 0.7209, -0.1722], [-3.8391, -0.9947, 1.8775], [-3.5094, -0.0425, -0.9594], [-2.3039, -1.8525, 1.5541], [2.3182, 0.1081, -1.0614], [2.8652, -1.5431, -0.5161], [2.6507, 0.0815, -2.8554], [3.2351, 2.2422, -0.4094], [4.4979, 1.1292, -1.0193], [3.8351, 0.9309, 0.6345], [3.5987, 1.2100, -0.3975], [2.4319, 1.0700, -3.2787], [3.7107, -0.1615, -3.0132], [3.7970, -1.7915, -1.0423], [2.1005, -2.2915, -0.7587], [2.0142, -0.6696, -3.3419], [3.0406, -1.5398, 0.5665], [-0.5066, -1.3228, -0.4266], [-0.7152, -2.3877, 0.1030], [0.5708, -1.1988, 2.6506], [0.4537, -0.1404, 1.6656], [1.1188, 0.9466, 1.6205], [-0.3996, -1.3648, 3.1362], [1.3189, -0.9629, 3.4268], [0.8655, -2.1311, 2.1462]], "nbo_charge": [-0.780, 0.435, 0.342, 0.292, 0.269, -0.365, 0.042, 0.629, 1.014, -0.954, -0.926, 0.274, 0.278, 0.270, 0.270, 0.261, 0.259, -0.945, 0.282, 0.244, 0.266, 0.937, -0.933, -0.935, 0.269, 0.277, 0.268, -0.927, 0.262, 0.281, 0.281, 0.256, 0.266, 0.253, 0.388, -0.366, -0.782, 0.416, -0.544, 0.292, 0.288, 0.298]}